{
  "formula": "C37H32Cl2N5O4STi",
  "method": "ωB97M-V with the def2-TZVPD basis set",
  "elements": ["Ti", "C", "C", "C", "C", "C", "C", "C", "C", "N", "C", "O", "C", "C", "C", "C", "C", "N", "C", "O", "N", "C", "C", "C", "C", "C", "C", "C", "C", "H", "H", "H", "H", "H", "H", "H", "H", "H", "H", "H", "H", "H", "H", "H", "H", "H", "H", "H", "H", "H", "Cl", "C", "C", "C", "Cl", "C", "O", "C", "C", "O", "C", "H", "H", "H", "N", "C", "S", "N", "C", "C", "C", "C", "C", "C", "H", "H", "H", "H", "H", "H", "H", "H"],
  "positions_angstrom": [[-0.707, 0.334, -0.593], [-0.113, -0.162, 3.982], [-1.284, -0.984, 3.525], [-1.828, -1.929, 4.381], [-2.848, -2.766, 3.967], [-3.308, -2.670, 2.668], [-2.795, -1.729, 1.782], [-3.354, -1.702, 0.385], [-1.792, -0.845, 2.218], [-1.241, 0.169, 1.393], [-1.410, 1.430, 1.892], [-2.138, 1.757, 2.823], [-0.467, 2.391, 1.229], [0.104, 3.506, 1.803], [1.263, 4.037, 1.234], [1.904, 3.349, 0.200], [1.295, 2.230, -0.324], [0.063, 1.875, 0.097], [1.936, 1.140, -1.128], [2.902, 1.339, -1.855], [1.342, -0.063, -0.844], [2.013, -1.193, -1.350], [3.402, -1.352, -1.133], [4.161, -0.482, -0.167], [4.088, -2.375, -1.775], [3.431, -3.285, -2.587], [2.052, -3.215, -2.680], [1.332, -2.201, -2.062], [-0.171, -2.250, -2.165], [0.427, -0.686, 4.771], [-0.442, 0.807, 4.363], [0.566, 0.021, 3.146], [-1.436, -2.014, 5.388], [-3.266, -3.503, 4.642], [-4.091, -3.338, 2.325], [-3.829, -2.656, 0.156], [-2.580, -1.521, -0.359], [-4.095, -0.909, 0.280], [-0.317, 3.908, 2.715], [1.715, 4.924, 1.658], [2.883, 3.642, -0.151], [3.498, -0.067, 0.595], [4.616, 0.363, -0.684], [4.953, -1.058, 0.319], [5.162, -2.448, -1.637], [3.981, -4.051, -3.120], [1.509, -3.955, -3.259], [-0.514, -3.278, -2.048], [-0.515, -1.886, -3.133], [-0.617, -1.637, -1.379], [-4.536, 1.040, -6.775], [-3.374, 0.943, -5.476], [-2.072, 0.554, -5.781], [-1.156, 0.446, -4.747], [0.480, -0.024, -5.091], [-1.491, 0.698, -3.409], [-0.611, 0.582, -2.452], [-2.851, 1.072, -3.130], [-3.229, 1.253, -1.787], [-2.468, 1.003, -0.770], [-3.771, 1.215, -4.193], [-1.787, 0.306, -6.792], [-4.238, 1.613, -1.573], [-4.793, 1.498, -3.976], [2.768, -3.330, 1.215], [1.524, -3.803, 0.926], [0.196, -2.859, 1.222], [1.543, -5.107, 0.520], [0.560, -5.964, -0.001], [0.971, -7.269, -0.283], [0.109, -8.171, -0.878], [-1.182, -7.788, -1.208], [-1.605, -6.506, -0.897], [-0.754, -5.595, -0.288], [2.795, -2.333, 1.353], [3.548, -3.695, 0.687], [2.463, -5.520, 0.522], [1.985, -7.572, -0.044], [0.450, -9.176, -1.095], [-1.846, -8.481, -1.708], [-2.614, -6.197, -1.139], [-1.095, -4.605, -0.038]],
  "atomic_forces_ev_per_a": [[-0.611, -2.087, -0.041], [-0.073, 0.025, 0.020], [0.088, -0.021, -0.117], [0.012, -0.021, 0.030], [-0.048, -0.044, 0.011], [-0.006, -0.039, 0.036], [0.137, 0.191, -0.035], [-0.009, 0.096, 0.211], [-0.350, -0.090, 0.252], [-0.271, -0.125, 0.791], [-0.416, -0.209, 0.351], [0.216, 0.354, -0.087], [0.224, -0.049, -0.291], [0.008, 0.203, -0.019], [-0.097, -0.194, -0.053], [0.018, 0.195, 0.033], [-0.347, 0.078, 0.112], [1.405, 1.956, 1.358], [0.380, -0.390, -0.253], [-0.101, 0.362, 0.126], [0.732, -0.067, -0.003], [0.244, -0.088, -0.314], [-0.154, 0.020, 0.051], [0.021, 0.046, -0.106], [0.015, -0.018, -0.021], [0.008, -0.063, 0.029], [-0.034, -0.032, -0.005], [-0.015, 0.122, 0.155], [0.354, 0.071, -0.287], [0.017, 0.015, 0.002], [0.017, 0.007, -0.003], [0.040, -0.025, 0.040], [0.048, -0.005, -0.011], [0.005, 0.000, 0.009], [0.024, -0.008, -0.034], [0.011, 0.006, -0.028], [-0.027, -0.065, -0.107], [0.048, 0.050, -0.112], [-0.064, -0.013, -0.019], [0.030, -0.009, 0.016], [-0.002, -0.049, -0.061], [0.024, -0.027, 0.021], [0.003, 0.019, 0.027], [-0.025, -0.011, 0.021], [0.003, -0.005, 0.017], [-0.001, -0.028, 0.035], [-0.006, -0.018, 0.023], [-0.075, 0.050, 0.183], [-0.042, 0.110, 0.068], [-0.185, -0.649, -0.093], [-0.095, 0.050, -0.110], [0.030, -0.003, 0.023], [0.001, -0.093, 0.022], [0.046, 0.066, 0.240], [0.012, -0.017, -0.074], [-0.497, 0.041, -0.430], [0.189, 0.264, -1.529], [0.466, -0.127, 0.066], [-0.519, 0.281, -0.271], [-1.036, 0.231, 0.013], [0.085, -0.056, 0.106], [0.017, 0.068, -0.022], [0.051, -0.036, 0.025], [-0.018, 0.006, -0.032], [0.229, -0.182, 0.002], [-0.273, -0.074, 0.201], [0.010, -0.219, 0.014], [0.196, 0.054, -0.025], [-0.138, 0.015, -0.102], [0.027, 0.038, 0.005], [0.027, 0.011, -0.023], [-0.082, -0.038, -0.026], [0.039, -0.058, -0.017], [0.132, 0.060, 0.043], [-0.024, 0.057, 0.011], [-0.015, 0.085, -0.098], [-0.026, -0.049, -0.017], [0.007, 0.006, -0.004], [0.026, 0.006, -0.004], [-0.024, -0.009, 0.051], [-0.003, 0.016, 0.020], [-0.014, 0.082, 0.009]],
  "relative_energy_ev": 3.064,
  "gap_ha": [0.207, 0.278],
  "energy_ev": -113530.2534,
  "charge": -1,
  "e_lumo_ha": [0.0828, 0.0800],
  "spin_multiplicity": 3,
  "homo_ha": [-0.12468, -0.19761]
}

{
  "formula": "C34H44InN3OSSeSi2",
  "method": "ωB97M-V with the def2-TZVPD basis set",
  "elements": ["In", "C", "Si", "C", "C", "C", "C", "C", "C", "N", "C", "S", "H", "H", "H", "H", "H", "H", "H", "H", "H", "H", "H", "H", "Se", "C", "N", "C", "N", "C", "C", "C", "C", "C", "C", "C", "C", "H", "H", "H", "H", "H", "H", "H", "H", "H", "H", "H", "H", "H", "C", "C", "C", "C", "Si", "O", "C", "C", "C", "C", "C", "C", "C", "C", "C", "C", "C", "C", "H", "H", "H", "H", "H", "H", "H", "H", "H", "H", "H", "H", "H", "H", "H", "H", "H", "H", "H"],
  "positions_angstrom": [[0.234, -0.016, -0.047], [-2.513, -5.020, 0.900], [-3.603, -3.846, 1.863], [-3.640, -4.390, 3.661], [-5.343, -3.942, 1.163], [-3.147, -2.003, 1.873], [-4.027, -1.161, 2.546], [-3.826, 0.213, 2.608], [-2.718, 0.726, 1.972], [-1.843, -0.045, 1.324], [-2.037, -1.376, 1.267], [-0.801, -2.230, 0.372], [-2.934, -6.028, 0.978], [-1.492, -5.041, 1.285], [-2.464, -4.749, -0.157], [-3.994, -5.424, 3.734], [-4.312, -3.765, 4.256], [-2.646, -4.341, 4.114], [-5.713, -4.972, 1.203], [-5.363, -3.616, 0.119], [-6.041, -3.314, 1.723], [-4.902, -1.587, 3.030], [-4.516, 0.863, 3.127], [-2.513, 1.791, 1.965], [-2.909, 1.416, -3.354], [-1.669, 1.322, -2.143], [-0.824, 1.279, -1.324], [3.789, 1.494, -0.361], [4.349, 0.357, 0.435], [5.620, 0.749, 1.081], [3.366, -0.284, 1.411], [2.509, 0.727, 2.112], [2.976, 1.355, 3.269], [2.247, 2.376, 3.859], [1.055, 2.786, 3.281], [0.578, 2.139, 2.146], [1.281, 1.090, 1.547], [4.534, 1.779, -1.104], [3.571, 2.328, 0.300], [2.886, 1.148, -0.854], [4.554, -0.354, -0.265], [5.418, 1.535, 1.804], [6.310, 1.119, 0.325], [6.057, -0.109, 1.585], [3.954, -0.883, 2.104], [2.753, -0.934, 0.797], [3.905, 1.031, 3.729], [2.608, 2.845, 4.766], [0.491, 3.600, 3.723], [-0.356, 2.463, 1.702], [1.669, -1.767, -5.357], [1.152, -1.092, -4.081], [0.910, 0.405, -4.341], [-0.183, -1.743, -3.671], [2.346, -1.352, -2.639], [1.911, -0.541, -1.311], [2.568, -3.213, -2.348], [2.001, -3.843, -1.239], [2.179, -5.202, -1.002], [2.938, -5.963, -1.880], [3.513, -5.360, -2.992], [3.331, -4.002, -3.218], [4.138, -0.796, -3.036], [4.453, 0.296, -3.852], [5.764, 0.729, -4.023], [6.805, 0.077, -3.375], [6.528, -1.027, -2.580], [5.214, -1.459, -2.426], [0.968, -1.600, -6.183], [1.773, -2.848, -5.220], [2.644, -1.370, -5.661], [0.050, 0.536, -5.006], [1.768, 0.884, -4.819], [0.695, 0.943, -3.416], [-0.928, -1.595, -4.459], [-0.583, -1.296, -2.758], [-0.073, -2.818, -3.498], [1.415, -3.260, -0.543], [1.722, -5.662, -0.133], [3.085, -7.021, -1.698], [4.106, -5.950, -3.682], [3.793, -3.543, -4.089], [3.658, 0.827, -4.362], [5.974, 1.573, -4.669], [7.827, 0.414, -3.509], [7.339, -1.566, -2.102], [5.021, -2.374, -1.868]],
  "atomic_forces_ev_per_a": [[0.515, -0.021, 0.145], [0.084, 0.134, -0.045], [-0.185, -0.071, 0.109], [-0.021, -0.018, -0.015], [0.006, -0.012, 0.018], [0.249, -0.011, -0.169], [0.002, -0.087, -0.020], [-0.068, -0.001, 0.049], [0.105, -0.043, -0.097], [-0.157, -0.065, 0.069], [-0.265, 0.196, 0.214], [0.145, -0.062, -0.146], [-0.003, 0.084, 0.021], [-0.042, -0.015, -0.023], [0.011, -0.034, 0.048], [0.028, 0.074, 0.013], [0.049, -0.044, -0.029], [-0.050, 0.004, -0.033], [0.018, 0.073, -0.007], [0.003, -0.014, 0.057], [0.033, -0.047, -0.048], [0.043, 0.050, -0.010], [0.018, -0.011, -0.025], [-0.020, -0.046, 0.001], [-0.466, 0.053, -0.452], [0.476, 0.009, 0.558], [-0.100, 0.030, -0.217], [-0.013, 0.277, -0.003], [-0.061, 0.171, -0.072], [0.149, 0.022, 0.096], [-0.225, 0.043, 0.064], [0.055, 0.228, -0.039], [0.039, -0.058, -0.018], [0.023, 0.001, 0.049], [-0.044, 0.007, -0.075], [0.137, -0.036, -0.005], [-0.245, -0.157, -0.160], [0.029, -0.081, 0.052], [0.076, -0.021, 0.112], [0.073, -0.038, -0.007], [0.054, -0.277, -0.198], [-0.065, 0.017, 0.010], [-0.046, -0.013, -0.051], [-0.038, -0.035, -0.019], [0.133, 0.021, -0.040], [0.023, -0.103, -0.080], [-0.010, -0.004, -0.034], [-0.006, 0.004, -0.034], [0.014, -0.038, -0.020], [-0.009, 0.010, 0.080], [0.001, -0.009, 0.069], [0.027, 0.026, -0.036], [0.054, -0.082, 0.038], [0.113, 0.023, -0.009], [0.248, -0.108, -0.210], [-0.508, -0.242, 0.305], [-0.042, 0.077, 0.109], [0.116, -0.046, -0.070], [-0.011, 0.009, -0.006], [-0.021, 0.028, 0.030], [-0.007, 0.055, -0.028], [-0.097, -0.021, -0.008], [-0.067, -0.019, -0.033], [0.015, 0.089, 0.100], [-0.052, -0.036, 0.023], [0.012, 0.019, 0.001], [0.017, 0.035, 0.034], [-0.024, -0.052, 0.033], [0.016, -0.009, 0.024], [-0.028, 0.069, -0.050], [-0.046, -0.013, -0.013], [0.005, 0.002, 0.006], [-0.083, -0.047, -0.016], [-0.017, 0.014, -0.050], [0.003, -0.002, 0.019], [-0.063, -0.021, -0.025], [-0.001, 0.053, -0.008], [-0.049, 0.030, 0.088], [0.024, 0.018, -0.044], [-0.015, 0.021, -0.011], [-0.015, 0.026, 0.019], [0.019, -0.052, 0.050], [0.095, -0.005, 0.032], [-0.008, 0.001, 0.009], [-0.050, -0.024, 0.006], [-0.048, -0.001, -0.017], [0.037, 0.147, 0.067]],
  "relative_energy_ev": 0.649,
  "gap_ha": 0.282,
  "energy_ev": -139604.8973,
  "charge": 0,
  "e_lumo_ha": 0.0038,
  "spin_multiplicity": 1,
  "homo_ha": -0.27803
}

{
  "formula": "C3H13N2",
  "method": "ωB97M-V with the def2-TZVPD basis set",
  "elements": ["C", "N", "H", "H", "H", "H", "H", "H", "C", "N", "C", "H", "H", "H", "H", "H", "H", "H"],
  "positions_angstrom": [[1.973, 1.065, -0.735], [0.828, 0.631, -1.598], [2.778, 1.519, -1.312], [2.343, 0.224, -0.169], [1.624, 1.797, -0.009], [0.665, 1.396, -2.245], [1.186, -0.122, -2.180], [-0.168, -0.400, -0.433], [-1.229, 0.629, 0.991], [-1.029, -0.582, 0.141], [-0.865, -1.822, 0.969], [-0.455, 0.663, 1.736], [-2.220, 0.588, 1.433], [-1.093, 1.492, 0.339], [-1.888, -0.710, -0.386], [-0.767, -2.676, 0.299], [0.048, -1.747, 1.550], [-1.731, -1.944, 1.609]],
  "atomic_forces_ev_per_a": [[-0.509, 0.294, -0.156], [1.039, -0.099, 0.332], [0.084, -0.132, 0.074], [0.250, -0.324, 0.047], [-0.047, 0.101, -0.060], [-0.419, -0.091, -0.013], [-0.078, 0.074, -0.165], [-0.809, 0.303, -0.729], [0.028, 0.180, -0.645], [0.049, -0.549, 1.622], [0.238, -0.132, -0.416], [0.214, -0.113, 0.430], [0.069, 0.136, 0.064], [-0.307, 0.029, 0.099], [0.388, 0.128, -0.747], [-0.117, 0.055, 0.040], [-0.047, 0.139, 0.125], [-0.024, 0.001, 0.097]],
  "relative_energy_ev": 0.991,
  "gap_ha": 0.419,
  "energy_ev": -6295.6257,
  "charge": 1,
  "e_lumo_ha": -0.1112,
  "spin_multiplicity": 1,
  "homo_ha": -0.53000
}